{"formula": "C21H38ILaO3P2", "method": "ωB97M-V/def2-TZVPD", "homo_lumo_gap_ev": 5.40, "total_charge": 2, "energy_ha": -2060.202107, "e_above_lowest_kcal_mol": 0.0, "symbols": ["C", "C", "H", "H", "H", "O", "I", "La", "P", "C", "C", "H", "H", "H", "H", "H", "H", "C", "H", "H", "H", "P", "C", "C", "H", "H", "H", "C", "H", "H", "H", "H", "H", "H", "C", "O", "C", "C", "C", "C", "C", "C", "C", "C", "C", "C", "C", "C", "O", "H", "H", "H", "H", "H", "H", "H", "H", "H", "H", "H", "H", "H", "H", "H", "H", "H"], "coordinates": [[-1.4675, 3.8091, -0.8774], [-0.8535, 2.6565, -1.5926], [-0.8422, 4.7240, -0.9563], [-1.6242, 3.5862, 0.1930], [-2.4432, 4.0447, -1.3248], [0.3173, 2.2265, -1.2224], [-2.0701, -0.2845, -1.1063], [0.7626, 0.2119, -0.1751], [-1.3251, 2.1535, -3.3280], [0.1512, 1.3846, -4.0342], [-2.7268, 1.2926, -4.0838], [-2.6863, 1.5508, -5.1480], [-1.4063, 3.9081, -4.9529], [-3.6749, 1.6476, -3.6590], [-2.1945, 4.3756, -3.4121], [0.2619, 0.3332, -3.7187], [-2.6680, 0.1976, -3.9843], [-1.3409, 3.8621, -3.8663], [-0.0087, 1.4189, -5.1221], [-0.4090, 4.3148, -3.5111], [1.0641, 1.9540, -3.7873], [-0.1832, 1.7190, 2.1383], [1.5438, 1.3424, 2.7377], [-0.4602, 3.4115, 2.7800], [-2.2489, 0.7082, 2.8238], [-1.2265, 1.0275, 4.2529], [-0.9030, -0.3729, 3.1896], [-1.2298, 0.6680, 3.2217], [-1.5002, 3.6841, 2.5489], [-0.2957, 3.4845, 3.8633], [1.6258, 1.6238, 3.7925], [2.2732, 1.9182, 2.1523], [0.2158, 4.0992, 2.2521], [1.7827, 0.2675, 2.6293], [3.1948, 2.7863, -2.0646], [3.0136, 3.6303, -2.8621], [4.2544, -2.1689, 0.1149], [2.8088, -1.7375, -0.1221], [2.4214, -1.9978, -1.6171], [1.8196, -2.4600, 0.7592], [2.1408, -3.7470, 1.2264], [1.1655, -4.5198, 1.8493], [-0.1138, -4.0270, 2.0326], [-0.4493, -2.7443, 1.6201], [-1.9161, -2.3738, 1.7876], [-2.7930, -3.2882, 0.9231], [-2.3641, -2.5419, 3.2274], [0.5349, -1.9471, 1.0271], [3.3479, 1.9447, -1.2471], [4.4257, -3.1828, -0.2494], [4.4653, -2.0984, 1.1802], [4.9106, -1.4675, -0.4028], [2.8861, -0.6379, 0.0905], [2.7352, -3.0291, -1.8539], [1.3276, -1.9695, -1.8465], [2.9317, -1.3263, -2.3341], [3.1410, -4.1552, 1.0507], [1.3909, -5.5454, 2.1541], [-0.8818, -4.6472, 2.4750], [-2.0849, -1.3424, 1.4565], [-2.6715, -4.3400, 1.2290], [-3.8506, -3.0190, 1.0472], [-2.5399, -3.2073, -0.1415], [-1.7115, -2.0379, 3.9392], [-3.3738, -2.1481, 3.3535], [-2.3751, -3.6028, 3.4850]], "forces_ev_per_angstrom": [[-1.0547, 0.0918, 0.0141], [3.6076, -1.2814, 1.5269], [-0.0566, -0.6852, -0.0145], [0.2524, -0.0395, -0.4976], [0.2052, -0.0224, 0.3443], [-3.7583, 2.7941, -2.1106], [-0.3476, 0.3643, -0.4685], [0.7054, -1.8929, 0.7141], [0.5311, -0.2410, -0.6277], [0.2444, 0.0270, 0.1691], [-0.5204, -0.0783, 0.4472], [0.0524, 0.2016, 0.0947], [0.0325, 0.1857, 0.0054], [0.2001, -0.1305, -0.1320], [0.1446, 0.0000, -0.2742], [-0.1746, 0.4072, -0.1539], [0.1511, 0.5602, 0.1631], [-0.0998, 0.0382, -0.3231], [0.1274, -0.1064, 0.2424], [-0.1305, 0.1312, -0.2348], [-0.4823, -0.1952, -0.1469], [0.1151, -0.3322, 1.4295], [-0.2859, -0.0179, -0.2934], [-0.0404, 0.0800, -0.4900], [0.0610, -0.0417, 0.1650], [0.0442, -0.0026, -0.0654], [0.0952, 0.2368, -0.0782], [-0.0144, 0.2760, -0.2470], [0.2799, 0.0636, 0.1835], [-0.0281, -0.1312, -0.3113], [0.1654, -0.1514, -0.1648], [-0.0088, 0.0586, 0.1992], [-0.2252, -0.0577, 0.2309], [-0.1693, 0.2500, 0.1826], [-0.0920, 0.6027, -0.2136], [0.3461, -1.8525, 1.6095], [0.0067, 0.4628, -0.1021], [0.3996, -0.1204, -0.7113], [0.0748, 0.3477, -0.2430], [-0.6645, -1.0706, 1.2620], [0.2482, 0.1572, -0.4280], [0.2972, -0.3461, 0.0224], [0.1230, -0.0698, -0.0811], [0.1059, -0.4125, 0.1373], [0.1668, -0.0572, -0.2132], [-0.1179, -0.0615, -0.2126], [-0.1642, 0.0879, 0.3216], [-0.6024, 1.2314, -0.6645], [-0.4302, 1.1026, -1.2871], [0.1111, 0.1725, 0.0840], [0.1538, -0.1849, 0.0018], [0.1634, -0.2463, -0.0737], [0.2517, -0.4592, -0.0094], [-0.2589, 0.4198, 0.0581], [0.4120, -0.0574, 0.3285], [0.0027, -0.2500, 0.3176], [-0.4921, -0.0066, 0.1866], [0.0399, 0.4068, -0.0333], [0.1726, -0.1876, 0.0303], [0.1690, -0.1452, 0.1981], [-0.0832, 0.3784, -0.1702], [0.1999, -0.0954, -0.0454], [-0.0349, -0.0960, 0.1899], [0.0116, -0.0569, 0.0674], [-0.0355, -0.0804, 0.0727], [-0.0977, 0.1280, 0.1229]], "lowdin_charge": [-0.02, -0.52, 0.14, 0.08, 0.09, -0.39, 0.49, 1.54, 0.84, -0.16, -0.22, 0.08, 0.08, 0.08, 0.08, 0.06, 0.03, -0.16, 0.09, 0.08, 0.06, 0.72, -0.28, -0.26, 0.06, 0.07, 0.02, -0.25, 0.05, 0.07, 0.07, 0.04, 0.05, 0.03, -0.36, 0.23, -0.05, -0.49, -0.08, -0.30, -0.03, -0.03, -0.03, -0.25, -0.46, -0.09, -0.07, -0.25, 0.14, 0.09, 0.10, 0.09, 0.05, 0.11, 0.06, 0.09, 0.11, 0.12, 0.11, 0.01, 0.09, 0.09, 0.05, 0.07, 0.09, 0.08]}